one) Formula: C4H5ClN2O
Source: the Open Molecules 2025 dataset
Level of theory: the ωB97M-V functional and the def2-TZVPD basis

Each atom is followed by the atoms it is bonded to, with distances in Å.
Cartesian coordinates (Å):
1 Cl -3.4624 -1.4240 0.2639  H11 1.312
2 O -0.9000 -1.2580 -1.3561  C8 1.238
3 N 2.0686 -0.2960 0.3230  C6 1.189, C7 1.313
4 N -0.6962 0.7240 -0.2204  C5 1.309, C8 1.473, H10 1.021
5 C -0.0754 1.5969 0.5329  N4 1.309, H12 1.083
6 C 2.2061 0.6986 0.9601  N3 1.189, H9 1.033
7 C 1.2468 -0.8553 -0.5349  N3 1.313, C8 1.417, H13 1.099
8 C -0.1194 -0.5330 -0.7262  O2 1.238, N4 1.473, C7 1.417
9 H 2.2789 1.1389 1.8916  C6 1.033
10 H -1.5377 0.7781 -0.7957  N4 1.021
11 H -2.2656 -1.3618 -0.2708  Cl1 1.312
12 H -0.4844 2.5326 0.8923  C5 1.083
13 H 1.7407 -1.7410 -0.9599  C7 1.099

## Properties
E_LUMO ... -0.0054 Ha

---

two) Formula: C4H5ClN2O
Source: the Open Molecules 2025 dataset
Level of theory: the ωB97M-V functional and the def2-TZVPD basis

Each atom is followed by the atoms it is bonded to, with distances in Å.
Cartesian coordinates (Å):
1 Cl -2.4671 -0.8433 -0.2908  C7 1.823
2 O -1.7381 1.7583 0.3753  C7 1.651, H9 1.006
3 N -0.4137 -0.2327 1.2686  C6 1.296, C7 1.421
4 N -0.0835 0.5730 -0.9667  C7 1.503, C8 1.352, H11 1.024
5 C 1.5263 -0.8588 -0.0053  C6 1.416, C8 1.361, H13 1.098
6 C 0.7629 -0.7697 1.1837  N3 1.296, C5 1.416, H12 1.068
7 C -1.0794 0.2668 0.1165  Cl1 1.823, O2 1.651, N3 1.421, N4 1.503
8 C 1.0740 -0.1208 -1.0553  N4 1.352, C5 1.361, H10 1.133
9 H -2.3600 1.7657 1.1658  O2 1.006
10 H 1.5640 -0.0801 -2.0759  C8 1.133
11 H -0.4612 1.1606 -1.7152  N4 1.024
12 H 1.1646 -1.2762 2.0336  C6 1.068
13 H 2.5112 -1.3429 -0.0343  C5 1.098

## Properties
E_LUMO ... 0.0165 Ha

---

three) Formula: C4H5ClN2O
Source: the Open Molecules 2025 dataset
Level of theory: the ωB97M-V functional and the def2-TZVPD basis

Each atom is followed by the atoms it is bonded to, with distances in Å.
Cartesian coordinates (Å):
1 Cl 1.7479 1.3903 -1.4446  C6 1.920
2 O -2.6695 -1.5569 -0.4909  C8 1.287
3 N -0.6940 -1.6948 1.0614  C5 1.365, C8 1.478, H13 1.192
4 N -1.1318 0.3118 0.1091  C7 1.461, C8 1.475, H11 1.089
5 C 0.2993 -0.7900 1.3036  N3 1.365, C7 1.243, H10 1.138
6 C 1.3995 1.2282 0.4365  Cl1 1.920, C7 1.546, H9 1.156, H12 1.220
7 C 0.1938 0.3046 0.7240  N4 1.461, C5 1.243, C6 1.546
8 C -1.6616 -1.0644 0.1391  O2 1.287, N3 1.478, N4 1.475
9 H 1.4906 2.3424 0.7323  C6 1.156
10 H 1.0573 -1.0532 2.1110  C5 1.138
11 H -0.9960 0.7711 -0.8683  N4 1.089
12 H 2.4922 0.7729 0.7324  C6 1.220
13 H -1.0088 -2.4035 1.9661  N3 1.192

## Properties
E_LUMO ... 0.0157 Ha

---

The least stable of them is one).

---

one) Formula: C3H6NO3
Source: the Open Molecules 2025 dataset
Level of theory: the ωB97M-V functional and the def2-TZVPD basis

Each atom is followed by the atoms it is bonded to, with distances in Å.
Cartesian coordinates (Å):
1 O 1.8282 -1.2514 0.6428  C7 1.247
2 O 0.7685 -1.8488 2.5801  C7 1.239
3 O -0.3044 1.4388 -2.1019  C6 1.467, H12 0.958
4 N -0.1495 -0.2810 1.1550  C5 1.481, C7 1.492, H9 1.011
5 C -0.5819 -0.1801 -0.2579  N4 1.481, C6 1.525, H8 1.083, H11 1.102
6 C 0.1981 1.0174 -0.7894  O3 1.467, C5 1.525, H10 1.091, H13 1.076
7 C 0.9374 -1.2379 1.5157  O1 1.247, O2 1.239, N4 1.492
8 H -0.3226 -1.0463 -0.8540  C5 1.083
9 H -0.9092 -0.3057 1.8209  N4 1.011
10 H 0.2156 1.8561 -0.0915  C6 1.091
11 H -1.6733 -0.0289 -0.2703  C5 1.102
12 H -1.1988 1.1348 -2.2623  O3 0.958
13 H 1.1919 0.7329 -1.0870  C6 1.076

## Properties
Total charge ... -1
E_LUMO ... 0.1338 Ha

---

two) Formula: C3H6NO3
Source: the Open Molecules 2025 dataset
Level of theory: the ωB97M-V functional and the def2-TZVPD basis

Each atom is followed by the atoms it is bonded to, with distances in Å.
Cartesian coordinates (Å):
1 O -1.1551 1.2448 0.6830  C6 1.242
2 O 0.9552 -1.2945 -0.8977  C7 1.348, H12 1.018
3 O -0.8722 -0.9760 0.8622  C6 1.260
4 N -1.8440 0.1759 2.5499  C6 1.411, H9 1.001, H13 1.006
5 C 2.1365 0.2751 -2.1669  C7 1.336, H8 1.081, H11 1.085
6 C -1.2501 0.1543 1.2699  O1 1.242, O3 1.260, N4 1.411
7 C 1.0432 -0.0862 -1.4895  O2 1.348, C5 1.336, H10 1.089
8 H 2.2585 1.2298 -2.6588  C5 1.081
9 H -2.3516 -0.6491 2.8013  N4 1.001
10 H 0.2210 0.5729 -1.2132  C7 1.089
11 H 2.9005 -0.4712 -2.3605  C5 1.085
12 H 0.2379 -1.2240 -0.1786  O2 1.018
13 H -2.2797 1.0482 2.7991  N4 1.006

## Properties
Total charge ... -1
E_LUMO ... 0.1577 Ha

---

three) Formula: C3H6NO3
Source: the Open Molecules 2025 dataset
Level of theory: the ωB97M-V functional and the def2-TZVPD basis

Each atom is followed by the atoms it is bonded to, with distances in Å.
Cartesian coordinates (Å):
1 O -2.9878 1.7420 2.0845  C7 1.228
2 O -0.3048 -1.0817 -0.4339  C6 1.252
3 O 1.1958 0.5757 -0.3763  C6 1.259
4 N -0.8158 1.2653 1.5600  C7 1.335, H11 1.007, H12 1.027
5 C 1.6825 -1.3496 -1.7046  C6 1.532, H8 1.093, H9 1.092, H13 1.089
6 C 0.7824 -0.5511 -0.7556  O2 1.252, O3 1.259, C5 1.532
7 C -2.1257 1.0124 1.6019  O1 1.228, N4 1.335, H10 1.099
8 H 1.1645 -1.4509 -2.6622  C5 1.093
9 H 2.6086 -0.7993 -1.8864  C5 1.092
10 H -2.3761 0.0328 1.1714  C7 1.099
11 H -0.4981 2.1763 1.8485  N4 1.007
12 H -0.2256 0.7748 0.8780  N4 1.027
13 H 1.9000 -2.3468 -1.3256  C5 1.089

## Properties
Total charge ... -1
E_LUMO ... 0.1543 Ha

---

The least stable of them is one).

---

one) Formula: C5H7FO
Source: the Open Molecules 2025 dataset
Level of theory: the ωB97M-V functional and the def2-TZVPD basis

Each atom is followed by the atoms it is bonded to, with distances in Å.
Cartesian coordinates (Å):
1 F 2.2510 -0.5495 -0.8520  C5 1.422
2 O -2.0186 -0.4331 -0.8201  C4 1.398, H14 1.006
3 C 0.8292 1.2746 -0.2031  C5 1.510, C6 1.353, H11 1.059
4 C -1.0530 -0.1470 0.1502  O2 1.398, C6 1.537, C7 1.598, H8 1.125
5 C 1.4074 -0.0650 0.1853  F1 1.422, C3 1.510, C7 1.530, H9 1.152
6 C -0.5231 1.2583 -0.1754  C3 1.353, C4 1.537, H12 1.081
7 C 0.2509 -1.0602 0.2924  C4 1.598, C5 1.530, H10 1.094, H13 1.142
8 H -1.5638 -0.0422 1.1466  C4 1.125
9 H 2.1049 0.1480 1.0776  C5 1.152
10 H 0.4555 -1.6343 -0.6168  C7 1.094
11 H 1.3403 2.1466 -0.5194  C3 1.059
12 H -1.1762 2.1159 -0.2553  C6 1.081
13 H 0.2526 -1.7566 1.1974  C7 1.142
14 H -2.5572 -1.2557 -0.6074  O2 1.006

## Properties
E_LUMO ... 0.0290 Ha

---

two) Formula: C5H7FO
Source: the Open Molecules 2025 dataset
Level of theory: the ωB97M-V functional and the def2-TZVPD basis

Each atom is followed by the atoms it is bonded to, with distances in Å.
Cartesian coordinates (Å):
1 F 2.3293 -0.5210 -0.6651  C7 1.318
2 O -1.9578 -0.5627 -0.6187  C4 1.326
3 C -0.4380 1.0472 -0.2120  C4 1.602, C5 1.274, H12 1.076
4 C -1.0377 -0.3433 0.3099  O2 1.326, C3 1.602, C6 1.485, H13 1.089
5 C 0.8283 1.0963 -0.0823  C3 1.274, C7 1.387, H14 1.057
6 C 0.1768 -1.1710 0.0988  C4 1.485, C7 1.604, H8 1.090, H10 1.004
7 C 1.4009 -0.1378 0.1881  F1 1.318, C5 1.387, C6 1.604, H9 1.142
8 H -0.0572 -1.6651 -0.8437  C6 1.090
9 H 1.8761 -0.0830 1.2247  C7 1.142
10 H 0.4051 -1.9694 0.6628  C6 1.004
11 H -2.6118 0.5654 -0.9268  no bonds
12 H -0.9882 1.9687 -0.1381  C3 1.076
13 H -1.3283 -0.1687 1.3451  C4 1.089
14 H 1.4025 1.9445 -0.3426  C5 1.057

## Properties
E_LUMO ... 0.0065 Ha

---

The least stable of them is two).